The following is a quantum chemistry calculation of a 2-piece molecular cluster, C8H12N2O2 overall, from the Open Molecules 2025 dataset.

Lowest unoccupied orbital energy ... 0.0130 Ha
Molecular weight ... 168.20 g mol⁻¹
Relative energy (zero: lowest compared OMol25 entry of this formula, charge and spin) ... 158.4 kcal/mol
HOMO ... -9.1 eV
HOMO-LUMO gap ... 9.4135 eV
F_max ... 5.2 eV Å⁻¹
Net charge ... 0

Each line ends with the Mulliken charge.
Element x y z (Å)
C: -1.720 -1.761 -0.798  -0.372
C: -1.470 -0.282 -0.836  -0.160
C: -2.802 2.616 0.132  -0.304
C: 4.237 0.150 -1.094  -1.253
C: 3.120 0.174 -0.141  0.948
C: 2.204 0.191 0.637  -0.473
C: 1.091 0.217 1.590  -0.573
C: 0.188 -0.954 1.343  -0.135
H: -3.298 -1.245 0.159  0.382
H: -1.754 -2.136 -1.824  0.389
H: -0.876 -2.244 -0.324  0.175
H: -0.592 0.104 -1.315  0.592
H: -3.702 2.224 0.624  0.312
H: -2.605 3.679 0.085  0.270
H: 4.724 1.132 -1.116  0.295
H: 3.865 -0.099 -2.089  0.297
H: 4.959 -0.603 -0.784  0.298
H: 1.480 0.167 2.607  0.319
H: 0.525 1.157 1.475  0.255
H: 0.589 -1.982 1.455  0.445
N: -2.323 0.509 -0.298  -0.048
N: -1.952 1.856 -0.410  -0.684
O: -2.911 -2.088 -0.127  -0.568
O: -0.977 -0.784 1.049  -0.406